Record 1
Entry from the OMol25 dataset: a 10-piece molecular cluster, C38H46F10O32 overall at a distorted geometry (wB97M-V/def2-TZVPD).

```
! wB97M-V def2-TZVPD RIJCOSX def2/J DEFGRID3
* xyz 0 1
C -3.671 2.844 -1.858
C -4.046 1.750 -3.064
C -3.797 0.218 -2.542
F -5.124 -0.495 -2.663
C -2.733 -0.662 -3.414
C -2.888 -2.322 -3.279
C -1.317 -2.746 -3.085
O -0.956 -3.893 -2.504
O -0.528 -1.618 -3.627
C -1.164 -0.261 -3.533
C -0.323 0.417 -2.321
O -0.998 0.534 -1.027
C -1.119 -0.749 -0.322
O -1.318 -0.600 1.149
C -2.711 -0.255 1.469
C -3.728 -1.571 1.520
O -3.015 -2.842 1.221
H -3.179 3.809 -2.301
H -2.964 2.399 -1.039
H -4.655 3.207 -1.290
H -3.500 1.976 -4.074
H -5.216 1.901 -3.250
H -3.580 0.229 -1.369
H -3.126 -0.475 -4.526
H -3.439 -2.554 -2.273
H -3.526 -2.800 -4.147
H -0.923 0.375 -4.514
H 0.643 -0.263 -2.145
H 0.116 1.452 -2.722
H -2.051 -1.341 -0.743
H -0.137 -1.383 -0.445
H -3.145 0.611 0.793
H -2.712 0.188 2.577
H -4.145 -1.679 2.611
H -4.655 -1.389 0.805
H -3.320 -3.152 0.312
O 4.228 -6.056 1.395
C 3.306 -5.857 0.622
O 3.301 -4.873 -0.328
C 2.126 -5.061 -1.092
C 1.246 -5.811 -0.151
F 0.428 -6.652 -0.823
O 2.152 -6.582 0.604
H 2.367 -5.633 -1.994
H 1.694 -4.102 -1.390
H 0.658 -5.174 0.518
O 0.347 -7.930 -7.152
C 0.581 -6.899 -6.544
O 0.113 -5.668 -6.912
C 0.493 -4.773 -5.886
C 1.658 -5.466 -5.267
F 1.737 -5.192 -3.946
O 1.347 -6.833 -5.419
H -0.342 -4.645 -5.189
H 0.760 -3.796 -6.297
H 2.617 -5.251 -5.750
O -5.794 1.451 4.780
C -4.908 0.967 5.465
O -4.406 -0.294 5.292
C -3.319 -0.418 6.188
C -3.638 0.603 7.225
F -2.507 1.129 7.748
O -4.303 1.613 6.501
H -2.385 -0.205 5.657
H -3.266 -1.428 6.601
H -4.287 0.239 8.029
O 3.330 3.802 0.447
C 2.660 3.095 1.182
O 3.168 2.074 1.936
C 2.103 1.599 2.736
C 0.903 2.021 1.959
F -0.133 2.296 2.783
O 1.313 3.223 1.346
H 2.155 2.068 3.724
H 2.159 0.514 2.859
H 0.590 1.305 1.192
O -5.202 -0.193 9.508
C -5.702 0.789 10.032
O -5.543 1.120 11.350
C -6.162 2.379 11.523
C -7.137 2.418 10.396
F -7.319 3.684 9.959
O -6.493 1.685 9.378
H -5.405 3.167 11.456
H -6.651 2.444 12.498
H -8.105 1.958 10.623
O 8.265 7.313 0.237
C 7.060 7.130 0.177
O 6.440 6.417 -0.812
C 5.077 6.330 -0.448
C 4.909 7.502 0.457
F 3.982 7.249 1.408
O 6.167 7.619 1.083
H 4.897 5.375 0.058
H 4.432 6.388 -1.328
H 4.667 8.437 -0.060
O 1.140 2.288 -4.165
C 0.442 2.977 -4.890
O 0.671 3.161 -6.226
C -0.424 3.906 -6.719
C -0.930 4.588 -5.494
F -2.268 4.768 -5.560
O -0.656 3.664 -4.466
H -1.159 3.223 -7.158
H -0.102 4.615 -7.487
H -0.436 5.540 -5.275
O 4.890 -10.889 4.729
C 4.192 -10.200 4.004
O 4.421 -10.016 2.668
C 3.326 -9.271 2.174
C 2.820 -8.589 3.399
F 1.482 -8.409 3.334
O 3.094 -9.513 4.428
H 2.591 -9.954 1.735
H 3.648 -8.562 1.407
H 3.315 -7.637 3.619
O 3.434 6.189 -5.538
C 4.611 6.202 -5.219
O 5.059 6.446 -3.949
C 6.457 6.240 -3.972
C 6.790 6.443 -5.411
F 7.837 5.670 -5.777
O 5.640 5.981 -6.084
H 6.680 5.226 -3.625
H 6.969 6.954 -3.322
H 6.983 7.485 -5.685
*
```

Results
- E_tot: -4881.7735 Ha
- Orbital gap: 10.32 eV

Atom charges from the Mulliken analysis, given in e for atoms 1 to 2: -0.60, -0.67

***

Record 2
Entry from the OMol25 dataset: C38H46IrP2Si as an isolated structure at a distorted geometry (wB97M-V/def2-TZVPD).

```
! wB97M-V def2-TZVPD RIJCOSX def2/J DEFGRID3
* xyz 2 6
Ir -0.028 0.109 1.637
C -1.845 -0.228 3.007
C -2.337 -0.188 1.684
C -3.160 0.951 1.141
C -2.323 2.092 0.543
C -0.901 2.116 0.981
C -0.476 2.154 2.340
C -1.487 2.264 3.460
C -2.093 0.939 3.933
C 1.765 -0.331 1.003
H -1.726 -1.222 3.462
H -2.539 -1.154 1.219
H -3.855 1.364 1.897
H -3.805 0.547 0.344
H -2.370 2.017 -0.548
H -2.761 3.075 0.778
H -0.258 2.683 0.303
H 0.456 2.717 2.492
H -2.310 2.920 3.141
H -0.992 2.749 4.314
H -1.715 0.728 4.938
H -3.179 1.077 4.061
H 2.452 -0.893 1.660
H 2.229 0.652 0.857
H 1.705 -0.881 0.049
P -0.465 -1.570 -1.259
P 1.115 0.875 -1.632
C -1.396 -0.088 -1.665
C -0.637 1.010 -2.002
C -0.687 -2.472 -2.902
C -1.592 -2.100 -3.908
C -1.653 -2.796 -5.124
C -0.797 -3.872 -5.364
C 0.078 -4.285 -4.353
C 0.122 -3.598 -3.138
C -1.464 -2.666 -0.166
C -0.865 -3.142 1.020
C -1.595 -3.941 1.901
C -2.902 -4.327 1.558
C -3.513 -3.825 0.400
C -2.777 -3.028 -0.486
C 1.942 1.045 -3.313
C 1.885 -0.046 -4.204
C 2.429 0.055 -5.484
C 3.050 1.238 -5.904
C 3.155 2.306 -5.014
C 2.640 2.190 -3.722
C 1.650 2.511 -1.037
C 2.889 2.554 -0.363
C 3.317 3.743 0.216
C 2.555 4.906 0.046
C 1.391 4.889 -0.726
C 0.939 3.696 -1.301
H -2.481 -0.158 -1.783
H -0.979 1.880 -2.577
H -2.264 -1.258 -3.769
H -2.365 -2.494 -5.895
H -0.805 -4.384 -6.329
H 0.730 -5.145 -4.525
H 0.798 -3.936 -2.355
H 0.175 -2.874 1.233
H -1.151 -4.257 2.856
H -3.434 -5.023 2.211
H -4.556 -4.060 0.169
H -3.206 -2.707 -1.434
H 1.422 -0.985 -3.896
H 2.363 -0.787 -6.172
H 3.434 1.335 -6.918
H 3.628 3.238 -5.321
H 2.798 3.025 -3.040
H 3.498 1.650 -0.271
H 4.236 3.753 0.805
H 2.882 5.834 0.517
H 0.816 5.804 -0.880
H 0.028 3.689 -1.904
C 0.092 -0.858 5.499
Si 0.909 -0.400 3.799
C 1.872 1.166 4.317
C 1.885 -2.031 3.547
H -0.056 0.024 6.139
H 0.838 -1.501 5.996
H -0.847 -1.425 5.456
H 2.772 0.902 4.890
H 2.190 1.719 3.428
H 1.288 1.855 4.945
H 1.750 -2.683 4.418
H 1.524 -2.586 2.674
H 2.956 -1.842 3.401
*
```

Results
- E_tot: -2551.2923 Ha
- Orbital gap (alpha / beta): 6.82 / 4.72 eV
- Energy above the lowest of the compared OMol25 structures with the same formula, charge and spin: 18.43 kcal/mol

Atom charges from the Mulliken analysis, given in e for atoms 1 to 2: 0.50, -0.78

***

Record 3
Entry from the OMol25 dataset: C38H46N2O4Sn as an isolated structure at a distorted geometry (wB97M-V/def2-TZVPD).

```
! wB97M-V def2-TZVPD RIJCOSX def2/J DEFGRID3
* xyz 2 1
Sn 0.896 0.816 -2.908
C -5.534 0.070 2.153
C -4.544 1.249 2.040
C -3.841 1.433 3.385
C -5.321 2.545 1.701
C -3.593 0.976 0.912
C -2.225 0.999 1.084
C -1.391 0.572 0.052
N -0.078 0.563 0.022
C 0.860 0.595 0.937
C 0.740 0.342 2.298
C 1.837 0.446 3.134
C 3.159 0.739 2.587
C 3.421 0.926 1.281
C 2.270 0.788 0.353
O 2.386 0.741 -0.850
C 4.810 1.219 0.743
C 5.819 1.429 1.872
C 4.790 2.487 -0.131
C 5.269 0.006 -0.098
C 1.646 0.281 4.621
C 1.188 -1.179 4.856
C 0.548 1.247 5.112
C 2.919 0.531 5.433
C -2.009 0.143 -1.282
O -1.246 -0.269 -2.132
C -3.464 0.311 -1.483
C -4.169 0.686 -0.402
C -4.078 0.137 -2.863
C -5.591 0.359 -2.837
C -3.803 -1.269 -3.428
C -3.458 1.208 -3.786
H -6.207 0.254 2.990
H -5.003 -0.865 2.338
H -6.142 -0.053 1.257
H -4.589 1.602 4.158
H -3.176 2.300 3.382
H -3.274 0.541 3.664
H -5.982 2.775 2.536
H -5.935 2.439 0.807
H -4.640 3.385 1.559
H -1.790 1.348 2.007
H -0.230 0.085 2.698
H 3.975 0.810 3.288
H 5.532 2.255 2.527
H 6.786 1.677 1.437
H 5.954 0.528 2.474
H 4.449 3.350 0.446
H 4.152 2.374 -1.005
H 5.801 2.697 -0.480
H 5.271 -0.903 0.506
H 6.286 0.185 -0.447
H 4.634 -0.152 -0.967
H 0.250 -1.401 4.347
H 1.040 -1.330 5.925
H 1.946 -1.885 4.512
H -0.424 1.030 4.668
H 0.812 2.281 4.885
H 0.451 1.151 6.193
H 3.708 -0.182 5.188
H 2.691 0.410 6.490
H 3.295 1.547 5.296
H -5.237 0.807 -0.499
H -6.095 -0.361 -2.187
H -5.984 0.219 -3.843
H -5.850 1.372 -2.523
H -4.178 -2.038 -2.749
H -2.744 -1.441 -3.601
H -4.325 -1.376 -4.378
H -3.651 2.211 -3.400
H -3.907 1.132 -4.776
H -2.382 1.077 -3.899
O 2.552 0.514 -6.787
C 2.160 0.373 -5.662
O 1.708 1.260 -4.826
C 2.159 -1.045 -5.073
C 2.619 -2.123 -5.844
C 2.584 -3.369 -5.288
C 2.100 -3.553 -3.969
C 2.038 -4.817 -3.338
C 1.560 -4.935 -2.065
C 1.121 -3.795 -1.360
C 1.170 -2.560 -1.943
C 1.658 -2.417 -3.258
N 1.702 -1.182 -3.851
H 2.978 -1.931 -6.844
H 2.926 -4.229 -5.852
H 2.373 -5.690 -3.884
H 1.512 -5.905 -1.588
H 0.743 -3.906 -0.352
H 0.833 -1.672 -1.416
*
```

Results
- E_tot: -2099.8558 Ha
- Orbital gap: 4.99 eV
- Energy above the lowest of the compared OMol25 structures with the same formula, charge and spin: 0.00 kcal/mol

Atom charges from the Mulliken analysis, given in e for atoms 1 to 2: 1.18, -1.61

***

Please write out number 2 again, unchanged.
Entry from the OMol25 dataset: C38H46IrP2Si as an isolated structure at a distorted geometry (wB97M-V/def2-TZVPD).

```
! wB97M-V def2-TZVPD RIJCOSX def2/J DEFGRID3
* xyz 2 6
Ir -0.028 0.109 1.637
C -1.845 -0.228 3.007
C -2.337 -0.188 1.684
C -3.160 0.951 1.141
C -2.323 2.092 0.543
C -0.901 2.116 0.981
C -0.476 2.154 2.340
C -1.487 2.264 3.460
C -2.093 0.939 3.933
C 1.765 -0.331 1.003
H -1.726 -1.222 3.462
H -2.539 -1.154 1.219
H -3.855 1.364 1.897
H -3.805 0.547 0.344
H -2.370 2.017 -0.548
H -2.761 3.075 0.778
H -0.258 2.683 0.303
H 0.456 2.717 2.492
H -2.310 2.920 3.141
H -0.992 2.749 4.314
H -1.715 0.728 4.938
H -3.179 1.077 4.061
H 2.452 -0.893 1.660
H 2.229 0.652 0.857
H 1.705 -0.881 0.049
P -0.465 -1.570 -1.259
P 1.115 0.875 -1.632
C -1.396 -0.088 -1.665
C -0.637 1.010 -2.002
C -0.687 -2.472 -2.902
C -1.592 -2.100 -3.908
C -1.653 -2.796 -5.124
C -0.797 -3.872 -5.364
C 0.078 -4.285 -4.353
C 0.122 -3.598 -3.138
C -1.464 -2.666 -0.166
C -0.865 -3.142 1.020
C -1.595 -3.941 1.901
C -2.902 -4.327 1.558
C -3.513 -3.825 0.400
C -2.777 -3.028 -0.486
C 1.942 1.045 -3.313
C 1.885 -0.046 -4.204
C 2.429 0.055 -5.484
C 3.050 1.238 -5.904
C 3.155 2.306 -5.014
C 2.640 2.190 -3.722
C 1.650 2.511 -1.037
C 2.889 2.554 -0.363
C 3.317 3.743 0.216
C 2.555 4.906 0.046
C 1.391 4.889 -0.726
C 0.939 3.696 -1.301
H -2.481 -0.158 -1.783
H -0.979 1.880 -2.577
H -2.264 -1.258 -3.769
H -2.365 -2.494 -5.895
H -0.805 -4.384 -6.329
H 0.730 -5.145 -4.525
H 0.798 -3.936 -2.355
H 0.175 -2.874 1.233
H -1.151 -4.257 2.856
H -3.434 -5.023 2.211
H -4.556 -4.060 0.169
H -3.206 -2.707 -1.434
H 1.422 -0.985 -3.896
H 2.363 -0.787 -6.172
H 3.434 1.335 -6.918
H 3.628 3.238 -5.321
H 2.798 3.025 -3.040
H 3.498 1.650 -0.271
H 4.236 3.753 0.805
H 2.882 5.834 0.517
H 0.816 5.804 -0.880
H 0.028 3.689 -1.904
C 0.092 -0.858 5.499
Si 0.909 -0.400 3.799
C 1.872 1.166 4.317
C 1.885 -2.031 3.547
H -0.056 0.024 6.139
H 0.838 -1.501 5.996
H -0.847 -1.425 5.456
H 2.772 0.902 4.890
H 2.190 1.719 3.428
H 1.288 1.855 4.945
H 1.750 -2.683 4.418
H 1.524 -2.586 2.674
H 2.956 -1.842 3.401
*
```

Results
- E_tot: -2551.2923 Ha
- Orbital gap (alpha / beta): 6.82 / 4.72 eV
- Energy above the lowest of the compared OMol25 structures with the same formula, charge and spin: 18.43 kcal/mol

Atom charges from the Mulliken analysis, given in e for atoms 1 to 2: 0.50, -0.78